This record from the OMol25 dataset describes an isolated ion of composition CH3O4S2 and charge -1 in a non-equilibrium geometry. The level of theory is wB97M-V/def2-TZVPD.

Each line ends with the Mulliken charge.
Element x y z (Å)
O: -1.7321 0.7136 -1.2916  -0.64
S: -1.8282 -0.0906 -0.0280  0.94
O: -2.6980 0.5023 0.9217  -0.58
O: -1.9019 -1.5611 -0.2146  -0.64
C: 0.3348 0.1863 0.4515  -0.19
O: 0.5511 1.3270 -0.3052  -0.55
S: 0.9854 -1.3445 -0.1552  -0.26
H: 0.5100 0.3815 1.5631  0.27
H: -0.3870 1.3032 -0.8796  0.49
H: -0.0794 -1.7591 -0.8775  0.16

Cartesian forces (eV/Å) of the 2 atoms listed first:
-0.1 -0.6 0.5
4.0 -1.4 -1.0

Results
charge: -1
E_HOMO: -0.176 Ha
energy above the lowest of the compared OMol25 structures with the same formula, charge and spin: 26.26 kcal per mole
total energy: -1137.27448 Eh
2S+1: 1
structure (SMILES): O=S(=O)([O-])[C@H](O)S
max |F|: 4.4 eV Å⁻¹